# 1
{
  "formula": "C30H47BrN2O3SbTi",
  "method": "ωB97M-V with the def2-TZVPD basis set",
  "elements": ["C", "H", "H", "H", "H", "H", "C", "C", "H", "C", "O", "C", "H", "H", "C", "C", "H", "N", "H", "C", "C", "C", "H", "C", "H", "C", "H", "C", "Ti", "O", "Br", "H", "H", "H", "H", "C", "C", "C", "H", "H", "H", "C", "C", "H", "C", "H", "H", "H", "H", "H", "Sb", "C", "H", "H", "H", "H", "H", "C", "H", "C", "H", "N", "O", "C", "H", "C", "C", "C", "H", "H", "C", "H", "H", "H", "H", "H", "H", "H", "C", "C", "H", "H", "H", "C", "H"],
  "xyz": [[0.850316, -5.739106, 2.159003], [3.035221, -1.163874, -2.895182], [-0.748868, 5.937044, 7.216885], [-2.514345, 0.333663, -0.698676], [-0.732654, 2.766091, -3.085074], [1.402281, -6.668945, 2.172921], [-0.719626, 2.571748, 2.581825], [0.357931, 2.732044, -3.058266], [4.487651, 1.071791, 2.053682], [-0.906740, 3.754954, 3.165659], [1.377322, -2.221289, 1.225351], [2.456900, -1.997293, -2.500811], [-0.681802, 4.647477, 2.589323], [2.857533, 0.562231, -4.069357], [1.072461, -2.252900, -4.589485], [3.966641, 1.813488, 1.443973], [2.750374, 1.365835, -2.491079], [-0.622628, 0.191667, 2.491175], [0.723695, 3.595068, -3.625727], [2.427295, 1.407736, -3.532707], [-0.794463, 4.958484, 5.317009], [1.467890, -4.583097, 1.695670], [-2.318639, 1.299306, -4.317169], [-1.276611, -2.034470, 2.037748], [1.679259, -1.487857, -5.075080], [0.531072, 1.343033, -5.144928], [-2.953717, 2.491509, 4.448284], [0.911488, 1.451001, -3.674565], [0.116702, -0.169936, 0.447304], [2.105587, 0.297406, 0.994466], [-0.261618, 2.582909, 0.702068], [-0.533507, 1.470159, -5.310424], [2.424911, -1.912680, -1.411122], [-3.791628, 0.766153, -1.823690], [0.690215, 2.854168, -2.025151], [-0.837761, 1.250824, 3.164783], [-1.215832, 5.166852, 6.617756], [-0.464050, -5.700051, 2.599125], [2.845875, 2.318560, -3.975974], [0.070339, -2.226615, -5.021610], [2.582387, 1.878644, -0.211100], [-2.432072, 3.207684, 5.073040], [-2.557701, 0.248293, -4.155054], [0.173546, -3.069291, -1.330658], [-0.554349, -3.338389, 2.117262], [0.840753, 0.394915, -5.581586], [2.496211, -4.611704, 1.348061], [-0.947137, -6.598370, 2.956288], [1.044473, 2.139316, -5.697047], [0.920444, -4.143969, -2.514131], [0.067304, -0.193239, -2.483909], [-2.864288, 3.431594, 6.369427], [-2.196229, -4.462255, 2.888545], [3.726276, 0.525039, -0.281155], [-2.347704, -2.161073, 2.210991], [-2.315166, 1.726911, -1.790586], [1.512849, -3.225108, -4.834050], [0.314924, -3.237701, -2.401449], [-2.106283, -0.344762, -4.950502], [-2.136765, -0.225854, -2.773256], [-2.293608, -2.048474, -1.576174], [-0.703093, -1.069681, 3.037212], [-1.099226, -1.461693, 0.756058], [-2.247869, 4.402113, 7.147775], [-1.152179, -1.121999, 3.945220], [-2.639732, -1.643395, -2.527408], [1.042882, -2.078534, -3.078318], [-1.161644, -4.500117, 2.567282], [-3.734971, -1.623993, -2.500102], [-3.695146, 2.863636, 6.765978], [3.128705, 1.149170, 0.382038], [-2.587909, 4.580922, 8.159002], [3.355574, 2.442829, 2.091298], [-1.118988, 1.197981, 4.215323], [4.722657, 2.439625, 0.970706], [2.995101, -2.918752, -2.747594], [2.461274, -0.146762, 1.772966], [0.000226, 5.566169, 4.900177], [0.764353, -3.397027, 1.683394], [-1.379503, 3.955866, 4.540776], [-2.346587, -2.318111, -3.331544], [2.236627, -2.471843, 0.868294], [-0.654644, -3.436882, -2.849609], [-2.703572, 0.710815, -1.707480], [-3.644668, 0.144364, -4.242333]],
  "forces_ev_per_a": [[-0.1, 0.0, 0.0], [0.0, 0.0, 0.0], [0.0, 0.0, 0.0], [0.0, 0.0, 0.1], [0.0, 0.0, 0.0], [0.0, 0.0, 0.0], [0.1, -0.2, -0.3], [0.0, 0.1, -0.2], [0.0, 0.0, 0.0], [0.0, 0.1, 0.3], [-0.3, 0.0, 0.0], [0.0, -0.1, -0.1], [0.0, 0.0, 0.0], [0.0, 0.0, 0.0], [0.0, 0.0, 0.0], [0.0, 0.0, 0.0], [0.0, 0.0, 0.0], [0.2, -0.3, 0.0], [0.0, 0.0, 0.0], [0.0, 0.1, -0.1], [0.1, 0.0, -0.1], [0.1, 0.0, 0.0], [0.0, 0.0, 0.0], [0.1, 0.2, -0.1], [0.0, 0.0, 0.0], [0.1, 0.1, -0.1], [0.0, 0.0, 0.0], [-0.2, -0.2, 0.2], [0.1, -0.3, 0.2], [-0.1, 0.2, -0.2], [-0.1, -0.2, 0.0], [0.0, 0.0, 0.0], [0.0, 0.0, 0.1], [0.0, 0.0, 0.0], [0.0, 0.0, 0.1], [-0.1, 0.1, 0.3], [0.0, 0.0, 0.1], [0.0, 0.0, 0.0], [0.0, -0.1, 0.0], [0.0, 0.0, 0.0], [-0.1, 0.0, 0.0], [0.0, 0.0, 0.0], [0.0, 0.0, 0.0], [0.0, 0.0, 0.0], [0.1, 0.1, -0.1], [0.0, 0.0, 0.0], [0.0, 0.0, 0.0], [0.0, 0.0, 0.0], [0.0, 0.0, 0.0], [0.0, 0.0, 0.0], [-0.1, -0.2, 0.2], [0.0, 0.0, 0.0], [0.0, 0.0, 0.0], [0.0, 0.0, 0.0], [0.0, 0.0, 0.0], [0.0, 0.0, 0.0], [0.0, 0.0, 0.0], [0.1, 0.0, -0.1], [0.0, 0.0, 0.0], [0.3, 0.0, 0.0], [0.0, 0.0, 0.0], [0.0, 0.0, -0.5], [-0.1, 0.3, 0.2], [0.0, 0.0, 0.0], [-0.1, 0.1, 0.1], [-0.1, 0.0, 0.0], [-0.1, 0.2, 0.1], [0.0, 0.0, 0.0], [0.0, 0.0, 0.0], [0.0, 0.0, 0.0], [0.1, 0.1, 0.1], [0.0, 0.0, 0.0], [0.0, 0.0, 0.0], [0.0, 0.0, 0.0], [0.0, 0.0, 0.0], [0.0, 0.0, 0.0], [0.0, -0.1, 0.1], [0.0, 0.0, 0.0], [0.1, -0.1, 0.0], [0.0, 0.0, 0.0], [0.0, 0.0, 0.0], [0.1, 0.0, -0.1], [0.0, 0.0, 0.0], [0.0, 0.0, 0.0], [0.0, 0.0, 0.0]],
  "largest_force_ev_per_a": 0.46,
  "charge": 2,
  "homo_ev": [-13.713, -13.714],
  "total_energy_ev": -140677.226,
  "homo_lumo_gap_ev": [7.637, 7.781],
  "spin_multiplicity": 2
}

=====

# 2
{
  "formula": "C30H47CeFP2",
  "method": "ωB97M-V with the def2-TZVPD basis set",
  "elements": ["H", "H", "C", "H", "C", "H", "C", "C", "C", "F", "H", "H", "H", "H", "H", "C", "Ce", "C", "C", "C", "C", "H", "C", "H", "H", "H", "H", "H", "C", "H", "H", "H", "H", "H", "C", "C", "P", "H", "H", "C", "H", "H", "H", "H", "C", "C", "H", "H", "H", "H", "H", "H", "C", "C", "P", "H", "C", "C", "H", "H", "H", "C", "H", "H", "H", "C", "H", "C", "H", "C", "C", "C", "H", "H", "C", "H", "C", "C", "H", "H", "H"],
  "xyz": [[-0.745969, 4.650701, -7.175079], [4.318327, 0.725336, 4.144178], [1.260157, 2.419988, -7.402419], [-2.111124, -2.346498, -5.346836], [0.627169, -1.537960, -4.792978], [-1.127402, 0.327295, -1.070410], [0.830024, 0.549540, -0.246644], [-0.739469, -0.431417, -6.995340], [1.251883, -0.915310, 5.386863], [-4.983461, -3.666409, 5.474721], [2.177614, -1.875352, -0.818950], [3.253239, 2.522875, 1.708915], [-3.098330, -0.868768, -5.084752], [1.583139, -1.085287, -5.089478], [3.554588, -0.808144, 3.674523], [-4.203659, -1.804800, 4.194467], [0.058147, 0.209540, 2.270902], [1.994155, 0.017508, 0.253493], [-2.649049, -3.482963, 5.038880], [0.419694, 2.359829, 3.718458], [-3.938321, -2.973885, 4.904641], [-1.163821, 2.021799, 6.186734], [2.190757, 0.852991, 3.721197], [-1.453740, -1.953385, -0.952117], [-0.396711, 4.232633, 4.336390], [1.586915, -0.730741, 6.420304], [-5.230354, -1.453574, 4.088291], [0.689670, 1.643526, -0.242805], [3.546714, 0.274087, 3.494299], [-2.264478, 3.714644, -7.269443], [1.742907, 3.351149, -7.078765], [3.869156, 0.433068, 2.456569], [-2.237239, -1.612011, -3.709247], [0.256342, -0.763450, -7.328564], [1.172112, 0.342104, 4.596537], [-2.187181, -1.404505, -4.786557], [-0.725528, -0.329228, -5.120400], [0.134022, -0.312227, -2.109905], [3.077578, 3.754143, 2.958340], [-1.158430, 1.221902, 5.430799], [-0.016232, 4.155908, 2.605809], [1.152946, 2.422995, -8.495158], [0.272095, -1.406792, 5.439683], [-0.722082, 1.028803, -8.628961], [0.091638, 1.299682, 4.616949], [-3.108251, -1.104616, 3.617652], [3.565559, -1.388527, 0.169895], [2.231563, -3.377073, 0.978957], [1.876088, 3.617532, 1.667158], [-0.572667, -3.169932, 4.532149], [2.686667, -2.165608, 2.170340], [-3.310768, -0.185457, 3.055181], [-0.448399, -1.688797, -0.582216], [2.030753, -2.338614, 1.298300], [-0.392235, 2.329776, -6.580057], [-1.461027, 3.330296, 3.243266], [0.592354, -2.196423, 1.739434], [-1.835723, -1.599956, 3.757772], [1.883714, 1.574540, -7.088730], [-2.071742, 1.340439, 4.828131], [2.793195, 0.703130, 0.573160], [-0.473839, -1.920244, 0.912336], [0.462820, -2.462865, -5.362203], [0.658138, -1.757798, -3.716436], [-1.473784, -1.198469, -7.278899], [-1.192882, 3.704571, -7.504695], [-2.195813, 1.066975, -7.621982], [2.518516, 3.034758, 2.339041], [1.949466, -1.632860, 4.936758], [-1.583554, -2.762390, 4.444168], [1.719338, 2.095491, 3.174986], [-0.181474, -0.237015, -1.052880], [0.403737, -2.533177, 2.771411], [-1.490001, -2.009864, 1.328571], [-1.103358, 0.926160, -7.602957], [-1.047065, 3.577750, -8.585636], [-0.408908, 3.576981, 3.453188], [2.461918, -1.418270, 0.142111], [0.271649, -2.357380, -1.084824], [-1.240169, 0.271625, 5.971824], [-2.472199, -4.413989, 5.578616]],
  "forces_ev_per_a": [[-0.2, -0.1, -0.2], [-0.4, -0.1, -0.2], [0.0, 0.1, 0.2], [-0.1, 0.1, 0.2], [-0.1, -0.1, -0.1], [0.2, -0.2, 0.0], [2.1, -0.8, -0.9], [0.0, 0.0, 0.3], [-0.2, -0.5, 0.4], [0.8, 0.6, -0.5], [0.1, 0.4, 0.3], [0.0, 0.0, 0.1], [0.2, -0.2, 0.1], [-0.2, -0.2, 0.1], [0.1, 0.2, 0.1], [0.3, 0.3, -0.2], [-2.8, 1.1, 2.8], [-0.3, 0.9, -1.6], [0.4, 0.3, -0.2], [0.9, -0.4, 0.5], [-0.2, -0.1, 0.0], [0.0, -0.1, -0.2], [-1.0, 0.5, 0.3], [0.5, 0.0, 0.1], [-0.1, -0.1, -0.3], [0.0, 0.0, -0.3], [0.2, -0.1, 0.1], [0.2, -0.4, 0.2], [0.4, -0.2, -0.2], [0.2, 0.1, -0.1], [0.0, -0.2, -0.1], [0.1, 0.0, 0.2], [-0.1, 0.0, -0.2], [-0.3, 0.1, 0.1], [0.1, 1.3, -0.2], [0.1, -0.1, 0.0], [-0.1, -0.5, 0.1], [0.0, 0.4, 0.4], [-0.2, -0.2, -0.1], [-0.3, 0.0, 0.4], [-0.1, -0.1, 0.3], [0.1, 0.0, 0.2], [0.3, 0.2, 0.1], [-0.3, -0.1, 0.2], [0.9, 0.0, -0.2], [-1.6, -1.0, 0.7], [-0.4, 0.0, -0.2], [-0.2, 0.2, 0.3], [0.2, 0.0, 0.1], [-0.2, 0.0, 0.1], [-0.3, -0.1, -0.3], [-0.1, -0.2, 0.2], [0.0, -0.3, -0.3], [0.2, 0.2, 0.2], [-0.1, 0.4, -0.8], [0.2, 0.1, 0.1], [-1.0, -1.9, -2.0], [2.6, 2.2, -1.6], [0.0, 0.2, -0.1], [0.2, 0.0, 0.2], [-0.7, -0.1, 0.3], [1.0, -2.1, 0.2], [0.2, 0.1, 0.2], [0.1, -0.1, -0.3], [0.3, 0.1, -0.1], [0.0, 0.0, 0.0], [0.3, -0.1, 0.0], [0.1, 0.3, -0.4], [-0.1, 0.1, 0.1], [-1.2, -1.1, 0.7], [-0.3, -0.5, 0.7], [-0.5, 0.1, 0.2], [-0.3, 0.5, -0.3], [0.5, 0.3, 0.3], [0.1, 0.4, 0.2], [-0.1, 0.2, 0.2], [-0.1, 0.2, -0.1], [0.5, -0.1, -0.2], [-0.4, 0.2, 0.4], [0.0, 0.2, -0.3], [-0.2, 0.3, -0.1]],
  "largest_force_ev_per_a": 4.13,
  "charge": 1,
  "relative_energy_kcal_mol": 6.48,
  "homo_ev": [-9.545, -9.545],
  "total_energy_ev": -66087.182,
  "homo_lumo_gap_ev": [5.426, 5.461],
  "spin_multiplicity": 2
}

=====

> Among the records above, which one has the lowest charge?

C30H47CeFP2

=====

> Which of these has the highest charge?

C30H47BrN2O3SbTi

=====

> The lowest charge belongs to which entry?

C30H47CeFP2

=====

> Among the records above, which one has the highest charge?

C30H47BrN2O3SbTi